w:
Below is 2 unconnected molecules or ions with the total composition C10H16O2, with properties calculated with the ωB97M-V functional and the def2-TZVPD basis.

E_HOMO   -8.34 eV
SMILES   Cc1ccc(O)cc1.CC(C)O
HOMO-LUMO gap   9.2 eV

```
! wB97M-V def2-TZVPD RIJCOSX def2/J DEFGRID3
* xyz 0 1
C -0.27571 2.82775 -0.52914
C 0.53032 1.83310 0.16382
C 1.70704 1.39574 -0.30092
C 2.48953 0.54523 0.44207
C 2.09543 0.17405 1.76618
O 3.03201 -0.56113 2.41844
C 0.86282 0.54267 2.26474
C 0.07564 1.43122 1.45470
H 0.06238 3.83599 -0.31316
H -1.30354 2.59270 -0.44988
H -0.14333 2.81934 -1.60789
H 1.88039 1.33122 -1.39716
H 3.38834 0.12335 0.08247
H 3.02809 -0.25316 3.33637
H 0.57329 0.05345 3.21015
H -0.78322 1.76712 1.89462
C -0.18572 -1.58190 -0.38203
C -1.29020 -2.03471 -1.45253
C -2.66545 -1.78465 -0.79261
O -1.29991 -0.96319 -2.37496
H 0.73794 -1.34182 -0.90871
H 0.26059 -2.42806 0.18200
H -0.39580 -0.73716 0.22998
H -1.23460 -3.08059 -1.79849
H -3.02691 -0.72755 -0.83440
H -3.40990 -2.37970 -1.29015
H -2.76028 -2.25313 0.12976
H -1.94925 -1.14617 -3.14328
*
```

What are the Löwdin partial charges on each atom? They are as follows, in elementary charge units: -0.060 -0.325 -0.079 -0.007 -0.343 0.035 -0.014 -0.014 0.091 0.070 0.080 0.139 0.104 0.112 0.123 0.078 -0.037 -0.420 -0.087 -0.112 0.063 0.086 0.038 0.136 0.102 0.058 0.045 0.138

***

x:
Below is C10H16O2 in the gas phase, with properties calculated with the ωB97M-V functional and the def2-TZVPD basis.

E_HOMO   -8.92 eV
SMILES   C1=C[C@@H](C2CCCCC2)OOC1
HOMO-LUMO gap   9.9 eV

```
! wB97M-V def2-TZVPD RIJCOSX def2/J DEFGRID3
* xyz 0 1
C 0.31632 -0.73915 -2.66747
C -0.26731 -1.35133 -1.66451
C -1.04189 -0.55657 -0.69312
C -0.27862 -0.55280 0.58895
C -1.18760 -0.04718 1.58246
C -0.54249 0.07989 2.88778
C 0.94584 0.55107 2.74745
C 1.71724 -0.30340 1.87915
C 1.16390 -0.24700 0.43289
O -1.09779 0.83685 -1.17603
O -0.04201 1.32410 -1.61339
C 0.14554 0.75987 -2.87155
H 1.13173 -1.14772 -3.23714
H -0.01689 -2.39110 -1.40419
H -2.06592 -0.98011 -0.71405
H -0.19835 -1.69926 0.68244
H -1.36189 1.04005 1.32276
H -2.17926 -0.67890 1.80512
H -0.62828 -0.87337 3.56529
H -1.10010 0.57697 3.63161
H 0.96690 1.70824 2.54660
H 1.16131 0.82081 3.85492
H 2.72332 0.05882 1.95835
H 1.69439 -1.29385 2.25549
H 1.15856 0.71127 -0.14092
H 1.60745 -1.14632 -0.29653
H -0.63839 0.99593 -3.55423
H 1.03828 1.45056 -3.29228
*
```

What are the Löwdin partial charges on each atom? They are as follows, in elementary charge units: -0.050 -0.087 -0.249 -0.378 -0.208 -0.248 -0.233 -0.212 -0.116 -0.110 -0.163 -0.163 0.104 0.134 0.176 0.170 0.154 0.178 0.141 0.081 0.147 0.131 0.106 0.110 0.129 0.176 0.105 0.177

***

Computed energies relative to the best structure, in hartree: w 0.0000; x 0.1939

***

w:
Below is a molecular structure, C3H4NOS, with properties calculated with the ωB97M-V functional and the def2-TZVPD basis.

E_HOMO (spin up / spin down)   -14.95 / -14.08 eV
HOMO-LUMO gap (spin up / spin down)   8.1 / 6.5 eV

```
! wB97M-V def2-TZVPD RIJCOSX def2/J DEFGRID3
* xyz 1 1
C 0.43457 0.18662 -0.08258
C -0.24556 -1.09283 0.04869
C -0.19570 1.47263 0.26487
N -0.10436 -2.16139 -0.60539
O 0.12538 -3.05509 -1.30202
S 1.14916 1.94700 1.41978
H 1.31668 0.21106 -0.70841
H -1.08331 -1.10081 0.75056
H -0.24200 2.18761 -0.55708
H -1.15485 1.40520 0.77159
*
```

What are the Löwdin partial charges on each atom? They are as follows, in elementary charge units: -0.079 -0.073 -0.501 0.005 0.256 0.915 0.122 0.147 0.110 0.099

***

x:
Below is a gas-phase ion, C3H4NOS (charge +1), with properties calculated with the ωB97M-V functional and the def2-TZVPD basis.

E_HOMO (spin up / spin down)   -15.13 / -15.13 eV
SMILES   C=[N+]=C=S(=C)=O
HOMO-LUMO gap (spin up / spin down)   7.4 / 7.4 eV

```
! wB97M-V def2-TZVPD RIJCOSX def2/J DEFGRID3
* xyz 1 1
C 0.34662 0.34870 1.42188
N 1.29180 0.57107 0.47849
C 1.60018 0.69833 -0.66078
S -0.11256 0.59041 -1.60766
C -0.93921 -0.48201 -0.32036
O -0.08409 -0.35129 -2.61030
H -0.13329 1.26787 2.01028
H 0.49576 -0.59790 1.99614
H -0.51549 -1.46959 -0.03089
H -1.94972 -0.57558 -0.67679
*
```

What are the Löwdin partial charges on each atom? They are as follows, in elementary charge units: 0.025 -0.041 -0.028 1.006 -0.022 -0.363 0.165 0.118 0.090 0.050

***

Computed energies relative to the best structure, in hartree: w 0.0000; x 0.0427

***

w:
Below is a molecular structure, C3H6Cl2O2, with properties calculated with the ωB97M-V functional and the def2-TZVPD basis.

E_HOMO   -9.42 eV
HOMO-LUMO gap   9.9 eV

```
! wB97M-V def2-TZVPD RIJCOSX def2/J DEFGRID3
* xyz 0 1
C -0.82743 -0.31097 1.20686
C 1.11639 -0.34742 -0.85904
C -0.53995 0.30283 -0.11567
O 1.96073 0.67005 -1.02525
O -1.39665 0.13902 -1.13744
Cl 1.69566 -1.66604 0.28070
Cl -0.04688 2.06631 0.09208
H -1.74482 0.06351 1.67501
H 0.13820 0.01217 1.77483
H -1.07634 -1.43887 1.03475
H 0.72282 -0.62979 -1.87657
H 2.38595 1.08603 -0.25185
H -2.38769 0.05317 -0.79840
*
```

What are the Löwdin partial charges on each atom? They are as follows, in elementary charge units: -0.169 -0.650 -0.870 -0.135 -0.074 0.578 0.628 0.075 0.093 0.112 0.127 0.101 0.183

***

x:
Below is 2 unconnected molecules or ions with the total composition C3H6Cl2O2, with properties calculated with the ωB97M-V functional and the def2-TZVPD basis.

E_HOMO   -10.57 eV
SMILES   CC(=O)Cl.OCCl
HOMO-LUMO gap   11.2 eV

```
! wB97M-V def2-TZVPD RIJCOSX def2/J DEFGRID3
* xyz 0 1
C -0.35846 -0.68600 2.38303
C -1.26688 -0.50194 1.14462
O -1.31732 -1.35148 0.28848
Cl -2.08035 0.95450 1.25408
H -0.37686 0.28772 2.96429
H 0.71211 -0.93456 2.02140
H -0.68146 -1.48704 3.17415
O -0.80924 1.60417 -2.08063
C 0.18520 0.66856 -2.37348
Cl 1.18542 0.64658 -0.88146
H -1.44016 1.28192 -1.31021
H 0.99989 1.00883 -3.11513
H -0.17095 -0.37327 -2.61765
*
```

What are the Löwdin partial charges on each atom? They are as follows, in elementary charge units: -0.113 -0.973 0.016 0.786 0.056 0.101 0.113 -0.185 -0.632 0.548 0.093 0.095 0.095

***

Computed energies relative to the best structure, in hartree: w 0.0279; x 0.0000

***

w:
Below is C6H14N2O in the gas phase, with properties calculated with the ωB97M-V functional and the def2-TZVPD basis.

E_HOMO   -9.60 eV
SMILES   [H]/N=C(\[O-])[NH2+]CC(C)(C)C
HOMO-LUMO gap   10.3 eV

```
! wB97M-V def2-TZVPD RIJCOSX def2/J DEFGRID3
* xyz 0 1
H 4.14682 1.52158 0.52270
N 3.24100 1.08119 0.60446
C 2.20060 1.75534 1.02626
O 1.82873 2.83881 1.38306
N 1.15571 0.50139 0.85745
C 0.05523 0.76337 -0.07877
C -0.85877 -0.44929 -0.34033
C -0.05158 -1.60101 -0.95608
C -1.52182 -0.91464 0.96550
C -1.94660 0.00121 -1.32710
H 0.81045 0.20998 1.76801
H 2.27022 0.07501 0.48093
H 0.51319 1.08473 -1.01772
H -0.53106 1.60451 0.30466
H 0.73007 -1.94907 -0.27883
H 0.42364 -1.29011 -1.88923
H -0.70319 -2.44862 -1.17780
H -2.24209 -1.70965 0.76349
H -0.79337 -1.31832 1.67297
H -2.05522 -0.09432 1.45159
H -2.61907 -0.82667 -1.55991
H -2.54553 0.81437 -0.91098
H -1.50737 0.35022 -2.26435
*
```

What are the Löwdin partial charges on each atom? They are as follows, in elementary charge units: 0.070 0.063 -0.582 0.059 0.013 -0.165 -0.603 -0.056 -0.058 -0.060 0.131 0.165 0.136 0.133 0.077 0.086 0.084 0.086 0.075 0.088 0.085 0.085 0.085

***

x:
Below is C6H14N2O in the gas phase, with properties calculated with the ωB97M-V functional and the def2-TZVPD basis.

E_HOMO   -9.32 eV
SMILES   [H]/N=C(\N)C[C@H](C)[C@@H](C)O
HOMO-LUMO gap   10.2 eV

```
! wB97M-V def2-TZVPD RIJCOSX def2/J DEFGRID3
* xyz 0 1
H -1.73984 -1.41331 -2.79106
N -1.14867 -1.00096 -2.07320
C -1.73608 -0.17505 -1.31856
N -3.06757 0.15053 -1.38015
C -0.98033 0.52983 -0.22499
C 0.33091 -0.17092 0.14388
C 0.04542 -1.38320 1.02368
C 1.28543 0.83497 0.81501
C 2.62845 0.20356 1.18384
O 1.48480 1.96268 -0.01649
H -3.60076 -0.13824 -2.18425
H -3.41016 0.95306 -0.88112
H -0.75388 1.54283 -0.57253
H -1.61882 0.61593 0.65747
H 0.78534 -0.51769 -0.78974
H 0.93902 -1.98147 1.17450
H -0.69950 -2.00647 0.53648
H -0.33586 -1.07286 1.99504
H 0.81429 1.24259 1.71704
H 3.31900 0.98495 1.49376
H 3.05065 -0.31562 0.32494
H 2.51551 -0.50072 2.00145
H 1.89266 1.65556 -0.83501
*
```

What are the Löwdin partial charges on each atom? They are as follows, in elementary charge units: 0.046 0.124 -0.516 0.117 -0.119 -0.351 -0.059 -0.427 -0.044 -0.046 0.093 0.089 0.123 0.123 0.128 0.072 0.076 0.085 0.150 0.079 0.085 0.072 0.100

***

Computed energies relative to the best structure, in hartree: w 0.0428; x 0.0000

***

w:
Below is C2HCl3S in the gas phase, with properties calculated with the ωB97M-V functional and the def2-TZVPD basis.

E_HOMO   -9.36 eV
SMILES   S=CC(Cl)(Cl)Cl
HOMO-LUMO gap   8.7 eV

```
! wB97M-V def2-TZVPD RIJCOSX def2/J DEFGRID3
* xyz 0 1
S 1.89891 -0.50410 1.30901
C 0.87504 0.10337 0.33959
C -0.58642 -0.26264 -0.10919
Cl -1.61685 -1.15035 0.88512
Cl -0.34367 -0.82101 -1.75365
Cl -1.21613 1.40437 -0.35229
H 0.98912 1.23036 -0.31860
*
```

What are the Löwdin partial charges on each atom? They are as follows, in elementary charge units: 0.772 -0.965 -1.723 0.664 0.606 0.546 0.101

***

x:
Below is 2 unconnected molecules or ions with the total composition C2HCl3S, with properties calculated with the ωB97M-V functional and the def2-TZVPD basis.

E_HOMO   -9.54 eV
SMILES   ClC#CCl.SCl
HOMO-LUMO gap   9.3 eV

```
! wB97M-V def2-TZVPD RIJCOSX def2/J DEFGRID3
* xyz 0 1
Cl 1.79137 -1.35776 0.95457
C 1.93147 -0.21903 -0.25186
C 2.19873 0.57764 -1.09314
Cl 2.68808 1.65851 -2.26506
S -2.11168 -0.12216 1.19445
Cl -3.40230 0.39834 -0.31229
H -3.09567 -0.93554 1.77333
*
```

What are the Löwdin partial charges on each atom? They are as follows, in elementary charge units: 0.665 -0.673 -0.668 0.673 0.189 -0.021 -0.164

***

Computed energies relative to the best structure, in hartree: w 0.0000; x 0.0321

***

w:
Below is a gas-phase ion, CH5N2O2 (charge +1), with properties calculated with the ωB97M-V functional and the def2-TZVPD basis.

E_HOMO   -16.62 eV
HOMO-LUMO gap   10.7 eV

```
! wB97M-V def2-TZVPD RIJCOSX def2/J DEFGRID3
* xyz 1 1
C 1.30790 0.49961 0.03103
N -1.84580 -0.17830 -0.23470
N -0.98806 -1.09284 -0.12640
O -1.80941 0.96544 0.01970
O 0.42752 -0.60331 0.48006
H 1.21638 0.72521 -0.95705
H 2.38396 0.22327 0.19270
H 1.05903 1.28875 0.62757
H -2.85082 -0.54386 -0.51036
H 1.09930 -1.28397 0.47746
*
```

What are the Löwdin partial charges on each atom? They are as follows, in elementary charge units: 0.068 -0.189 0.251 0.127 0.001 0.081 0.149 0.078 0.272 0.161

***

x:
Below is a gas-phase ion, CH5N2O2 (charge +1), with properties calculated with the ωB97M-V functional and the def2-TZVPD basis.

E_HOMO   -16.01 eV
SMILES   CN(O)[NH+]=O
HOMO-LUMO gap   10.1 eV

```
! wB97M-V def2-TZVPD RIJCOSX def2/J DEFGRID3
* xyz 1 1
C -1.33462 0.02018 0.06550
N 0.19552 -0.24916 -0.15261
O 0.64713 -1.36786 -0.70281
N 1.03792 0.62480 0.27767
O 2.20090 0.37755 0.16792
H -1.20100 0.04318 1.18166
H -2.14784 -0.74960 -0.26206
H -1.59247 1.05555 -0.26358
H 1.54189 -1.23159 -1.05938
H 0.65256 1.47695 0.74769
*
```

What are the Löwdin partial charges on each atom? They are as follows, in elementary charge units: 0.104 -0.145 0.165 -0.031 0.133 0.109 0.157 0.108 0.155 0.244

***

Computed energies relative to the best structure, in hartree: w 0.0472; x 0.0000